[1]
A 10-piece molecular cluster, C37H64O21 overall in a non-equilibrium geometry. Source: the OMol25 dataset; level of theory: the ωB97M-V functional and the def2-TZVPD basis.

Positions of all 122 atoms, in Å:
1 C -1.6490 -1.0912 0.6738
2 O -0.9983 -0.0814 1.4095
3 C 0.1695 0.3956 0.9567
4 O 0.6135 0.2102 -0.1458
5 O 0.7052 1.1212 1.9216
6 C 1.9809 1.6730 1.6620
7 H -1.1143 -1.3233 -0.2466
8 H -2.6616 -0.7811 0.4228
9 H -1.6870 -2.0198 1.2446
10 H 1.9264 2.5461 1.0029
11 H 2.7517 0.9987 1.3101
12 H 2.3592 2.1291 2.5760
13 C -1.4184 1.3292 8.2955
14 O -1.8639 0.2505 7.4807
15 C -1.9282 0.4791 6.1725
16 O -1.6682 1.5108 5.6132
17 O -2.3200 -0.6365 5.5692
18 C -2.4215 -0.6066 4.1469
19 H -0.3632 1.5695 8.1648
20 H -1.5741 1.0931 9.3436
21 H -2.0062 2.2207 8.0611
22 H -2.6637 0.3782 3.7488
23 H -3.2074 -1.3031 3.8794
24 H -1.4250 -0.8653 3.7959
25 C -2.6626 3.1098 1.5907
26 O -3.9544 2.6426 1.9515
27 C -4.6091 1.9780 1.0037
28 O -4.1115 1.4037 0.0709
29 O -5.8990 1.9684 1.3149
30 C -6.6973 1.1019 0.5241
31 H -2.2663 3.5937 2.4778
32 H -2.6733 3.8229 0.7637
33 H -1.9932 2.3026 1.2908
34 H -6.6916 1.4182 -0.5188
35 H -7.7099 1.1512 0.9083
36 H -6.3274 0.0784 0.5951
37 O 4.2095 -2.4553 -1.3302
38 C 4.3361 -1.2709 -1.4246
39 C 5.0585 -0.5334 -2.5186
40 C 5.1380 0.9180 -2.0905
41 C 4.1469 0.9579 -0.9108
42 O 3.8521 -0.4021 -0.5133
43 H 6.0529 -0.9827 -2.5651
44 H 4.5910 -0.6979 -3.4848
45 H 6.1305 1.2924 -1.8532
46 H 4.7082 1.6155 -2.8081
47 H 4.3503 1.6108 -0.0646
48 H 3.1736 1.3226 -1.2754
49 O -2.3875 -0.6619 -5.4272
50 C -3.2376 -0.7612 -4.5855
51 C -4.4679 -1.6346 -4.6188
52 C -5.1295 -1.3824 -3.2480
53 C -4.3907 -0.1702 -2.6859
54 O -3.1834 -0.0432 -3.4361
55 H -5.0864 -1.2900 -5.4474
56 H -4.1812 -2.6669 -4.7935
57 H -6.1902 -1.2059 -3.3899
58 H -4.8707 -2.2561 -2.6526
59 H -4.9578 0.7598 -2.6670
60 H -4.1391 -0.3429 -1.6416
61 O 5.4497 2.5684 1.9507
62 C 5.6958 1.5026 2.4595
63 C 6.8288 0.5385 2.1711
64 C 6.2048 -0.8242 2.4309
65 C 5.1301 -0.4812 3.4784
66 O 4.8098 0.8955 3.2896
67 H 7.2426 0.7525 1.1887
68 H 7.6123 0.8088 2.8894
69 H 5.7839 -1.3227 1.5600
70 H 6.9442 -1.5130 2.8385
71 H 4.2459 -1.0876 3.2907
72 H 5.4551 -0.7530 4.4845
73 O 3.6165 0.8243 -5.0963
74 C 2.5379 0.6869 -4.6064
75 C 1.3935 1.6693 -4.4662
76 C 0.5375 1.0458 -3.3597
77 C 0.8895 -0.4445 -3.4032
78 O 2.1733 -0.5048 -4.0710
79 H 1.7949 2.6512 -4.2380
80 H 0.7354 1.6526 -5.3365
81 H 0.8291 1.4410 -2.3782
82 H -0.5213 1.2816 -3.4361
83 H 0.9223 -0.8272 -2.3888
84 H 0.1864 -0.9480 -4.0636
85 O 4.0924 -3.5169 2.2852
86 C 3.2596 -3.9348 1.5434
87 C 2.0406 -3.2154 1.0312
88 C 1.1591 -4.3683 0.5531
89 C 2.1748 -5.4744 0.2837
90 O 3.2985 -5.2089 1.1164
91 H 1.5813 -2.6092 1.8060
92 H 2.2932 -2.5807 0.1848
93 H 0.3726 -4.6430 1.2567
94 H 0.6393 -4.1764 -0.3899
95 H 1.8196 -6.4903 0.4680
96 H 2.4550 -5.5155 -0.7735
97 C 2.2143 4.8375 -1.1334
98 C 2.4699 5.3645 -2.5276
99 C 3.0736 6.7458 -2.2006
100 O 2.4326 7.1746 -1.0160
101 C 1.7195 6.0905 -0.4159
102 H 3.1320 4.4930 -0.6487
103 H 1.4806 4.0269 -1.1179
104 H 1.5763 5.4770 -3.1430
105 H 3.1955 4.8079 -3.1268
106 H 2.8541 7.4263 -3.0279
107 H 4.1609 6.7103 -2.0964
108 H 0.6405 6.2230 -0.5745
109 H 1.9036 6.0953 0.6580
110 C -4.6397 -3.8580 -0.0782
111 C -6.0319 -4.3526 0.2617
112 C -6.5496 -4.5901 -1.1744
113 O -5.4668 -5.0038 -1.9807
114 C -4.2542 -4.7177 -1.2762
115 H -3.8764 -3.8604 0.7024
116 H -4.7297 -2.8122 -0.3957
117 H -6.5647 -3.5493 0.7676
118 H -6.1167 -5.2911 0.8049
119 H -7.0279 -3.6781 -1.5609
120 H -7.3938 -5.2805 -1.0809
121 H -3.5022 -4.1749 -1.8534
122 H -3.8505 -5.6708 -0.9176

## Properties
HOMO energy: -9.56 eV
SMILES: COC(=O)OC.COC(=O)OC.COC(=O)OC.O=C1CCCO1.O=C1CCCO1.O=C1CCCO1.O=C1CCCO1.O=C1CCCO1.C1CCOC1.C1CCOC1
energy: -82404.445 eV
HOMO-LUMO gap: 9.687 eV

---

[2]
A 7-piece molecular cluster, C37H64O23P2S overall in a non-equilibrium geometry. Source: the OMol25 dataset; level of theory: the ωB97M-V functional and the def2-TZVPD basis.

Positions of all 127 atoms, in Å:
1 C 1.5579 -2.5326 -1.0923
2 C 2.5480 -2.0831 -2.3391
3 C 1.8037 -2.0195 -3.8001
4 C 0.5814 -0.9042 -3.8751
5 O 1.0664 0.3546 -4.4635
6 C -0.0372 1.2073 -4.9362
7 P 0.9378 2.7271 -5.6494
8 O -0.0209 3.7889 -6.3272
9 O 1.9014 3.5494 -4.4237
10 O 2.1209 2.0505 -6.7842
11 O -0.7931 0.7804 -6.1603
12 S -2.3855 1.4741 -6.0659
13 O -2.6346 2.3311 -7.3356
14 O -3.2550 0.1796 -5.8661
15 O -2.2391 2.3461 -4.5681
16 C -1.2615 1.4929 -3.8751
17 C -0.6271 1.9505 -2.4355
18 C -1.4681 3.1078 -1.6362
19 C -0.4788 4.1289 -0.7566
20 P 0.5439 3.2047 0.5871
21 O -0.5136 2.4037 1.4757
22 O 1.5970 4.2490 1.5114
23 C 0.9904 4.6608 2.7866
24 C 1.1592 3.5243 3.9944
25 O 1.6044 1.9627 -0.1127
26 C 2.8850 2.5961 -0.5560
27 C 4.0919 2.2676 0.5443
28 H 2.1772 -3.3295 -0.4605
29 H 0.5329 -3.0117 -1.4617
30 H 1.2620 -1.6161 -0.3901
31 H 3.0552 -1.0253 -2.1563
32 H 3.3924 -2.9174 -2.4325
33 H 1.3491 -3.0922 -4.0462
34 H 2.6246 -1.7584 -4.6210
35 H -0.2527 -1.3581 -4.5845
36 H 0.2071 -0.7480 -2.7715
37 H 1.2459 4.1016 -3.8707
38 H 3.0452 2.2890 -6.4268
39 H -1.8568 0.4976 -3.6135
40 H 0.4640 2.3325 -2.6167
41 H -0.5415 1.0099 -1.7123
42 H -2.2284 2.6092 -0.8639
43 H -2.1443 3.7534 -2.3704
44 H 0.1610 4.8391 -1.4330
45 H -1.2314 4.8310 -0.1519
46 H -0.1184 5.0616 2.6933
47 H 1.6268 5.5965 3.1672
48 H 1.7620 2.6199 3.5538
49 H 0.0470 3.1713 4.2356
50 H 1.6003 3.9708 4.9852
51 H 3.1985 2.0245 -1.5556
52 H 2.7736 3.7436 -0.7893
53 H 5.1202 2.4153 0.0047
54 H 3.9271 3.0064 1.4621
55 H 3.9527 1.1349 0.8461
56 O -1.5521 -4.4658 0.4627
57 C -1.9785 -3.3238 0.5086
58 C -3.1223 -2.8567 1.3570
59 C -3.4514 -1.5220 0.7376
60 C -2.1209 -1.0749 0.1910
61 O -1.4449 -2.2745 -0.1830
62 H -2.7814 -2.7526 2.3908
63 H -3.9668 -3.5470 1.2949
64 H -3.8893 -0.8091 1.4412
65 H -4.1618 -1.6646 -0.0859
66 H -1.5175 -0.5531 0.9411
67 H -2.2357 -0.4283 -0.6839
68 O 4.6979 4.5537 -1.5472
69 C 5.0460 5.1115 -2.5747
70 C 4.2160 5.2438 -3.8156
71 C 5.2449 5.6413 -4.8436
72 C 6.2692 6.3756 -4.0185
73 O 6.2441 5.7453 -2.7387
74 H 3.4686 6.0274 -3.6639
75 H 3.7374 4.2961 -4.0728
76 H 4.8378 6.2436 -5.6601
77 H 5.6955 4.7412 -5.2792
78 H 6.0193 7.4342 -3.8915
79 H 7.2719 6.2972 -4.4486
80 O -4.3004 3.1503 -0.6429
81 C -5.1485 3.8603 -1.1576
82 C -6.0082 3.4802 -2.3249
83 C -6.5522 4.8157 -2.7654
84 C -6.5774 5.6017 -1.4808
85 O -5.4776 5.1098 -0.7165
86 H -6.8018 2.8108 -1.9815
87 H -5.4169 3.0082 -3.1129
88 H -7.5300 4.7515 -3.2501
89 H -5.8543 5.2815 -3.4718
90 H -7.4988 5.4389 -0.9118
91 H -6.4540 6.6744 -1.6563
92 O 1.3293 -2.7698 2.1298
93 C 1.1624 -3.5418 3.0596
94 C 0.9109 -5.0138 2.9324
95 C 0.4023 -5.3679 4.3069
96 C 1.0889 -4.3539 5.1841
97 O 1.2220 -3.1854 4.3762
98 H 1.8536 -5.5191 2.7046
99 H 0.1640 -5.2211 2.1626
100 H 0.6112 -6.4007 4.5981
101 H -0.6835 -5.2180 4.3465
102 H 2.0874 -4.6802 5.4936
103 H 0.5000 -4.1205 6.0759
104 O 3.3396 -6.1506 7.1737
105 C 3.9080 -5.0879 7.3627
106 C 4.7633 -4.7587 8.5485
107 C 4.8637 -3.2569 8.4592
108 C 4.7417 -3.0055 6.9791
109 O 3.8857 -4.0373 6.4909
110 H 5.7384 -5.2394 8.4304
111 H 4.2857 -5.0742 9.4789
112 H 5.7839 -2.8535 8.8900
113 H 4.0157 -2.8004 8.9842
114 H 5.7055 -3.0784 6.4642
115 H 4.2993 -2.0279 6.7664
116 O -5.5688 -4.2585 1.5555
117 C -5.6508 -5.4651 1.7161
118 C -5.0300 -6.5036 0.8316
119 C -5.7603 -7.7542 1.2512
120 C -6.0973 -7.4718 2.6919
121 O -6.2936 -6.0604 2.7632
122 H -3.9601 -6.5648 1.0488
123 H -5.1990 -6.2752 -0.2232
124 H -5.1756 -8.6682 1.1170
125 H -6.6832 -7.8540 0.6670
126 H -5.2830 -7.7460 3.3708
127 H -7.0096 -7.9873 3.0061

## Properties
HOMO energy: -9.55 eV
SMILES: CCCCO[C@@]1(P(=O)(O)O)OS(=O)(=O)O[C@@H]1CCCP(=O)(OCC)OCC.O=C1CCCO1.O=C1CCCO1.O=C1CCCO1.O=C1CCCO1.O=C1CCCO1.O=C1CCCO1
energy: -115906.344 eV
HOMO-LUMO gap: 9.518 eV

---

[3]
C37H66BCl2KN4O6P2S2 as an isolated structure in a non-equilibrium geometry. Source: the OMol25 dataset; level of theory: the ωB97M-V functional and the def2-TZVPD basis.

Positions of all 121 atoms, in Å:
1 K 1.7141 -1.1423 0.2612
2 C 0.3075 6.2798 -0.6436
3 C -0.4863 5.3818 0.3110
4 C 0.3810 5.1995 1.5665
5 C -1.7699 6.0981 0.7442
6 P -0.6140 3.6374 -0.4469
7 C -1.9445 3.0124 0.6862
8 N -2.0811 1.5754 0.7749
9 B -1.3603 0.4789 0.0573
10 N -2.1499 -0.6805 0.5544
11 C -2.0134 -2.0548 0.1103
12 P -2.0675 -2.2869 -1.7396
13 C -1.4240 -4.0665 -1.7728
14 C -1.6682 -4.6767 -3.1552
15 C 0.0970 -3.9001 -1.5809
16 C -1.9170 -5.0436 -0.6987
17 C -3.9208 -2.3031 -2.1404
18 C -4.5179 -0.9932 -1.6094
19 C -4.0513 -2.2550 -3.6704
20 C -4.7500 -3.4654 -1.5989
21 C -3.1030 -0.3204 1.4843
22 C -4.0024 -1.0595 2.2394
23 C -4.8885 -0.3876 3.0908
24 C -4.8759 0.9941 3.1875
25 C -3.9637 1.7500 2.4392
26 C -3.0782 1.0908 1.6018
27 C -1.5177 3.8636 -2.1081
28 C -0.4310 4.0595 -3.1734
29 C -2.2758 2.5768 -2.4583
30 C -2.5278 5.0089 -2.1920
31 H 0.6101 7.1963 -0.1215
32 H -0.2732 6.5744 -1.5202
33 H 1.2157 5.7756 -0.9899
34 H 0.5151 6.1707 2.0577
35 H 1.3666 4.8071 1.3137
36 H -0.0686 4.5183 2.2921
37 H -1.5066 7.0318 1.2588
38 H -2.3518 5.4953 1.4464
39 H -2.4157 6.3567 -0.0951
40 H -2.9043 3.4707 0.4010
41 H -1.7142 3.4202 1.6790
42 H -2.7839 -2.6717 0.5744
43 H -1.0572 -2.4647 0.4489
44 H -1.3153 -4.0124 -3.9508
45 H -2.7243 -4.8929 -3.3319
46 H -1.1190 -5.6218 -3.2344
47 H 0.4828 -3.0426 -2.1396
48 H 0.6221 -4.8001 -1.9221
49 H 0.3688 -3.7655 -0.5317
50 H -2.9361 -5.3870 -0.8800
51 H -1.8653 -4.6153 0.3034
52 H -1.2625 -5.9235 -0.6932
53 H -3.8941 -0.1328 -1.8634
54 H -4.6422 -1.0062 -0.5280
55 H -5.5091 -0.8498 -2.0592
56 H -3.5342 -1.3783 -4.0698
57 H -5.1115 -2.1840 -3.9454
58 H -3.6365 -3.1387 -4.1583
59 H -4.6315 -3.5800 -0.5179
60 H -4.4866 -4.4123 -2.0750
61 H -5.8136 -3.2791 -1.7964
62 H -4.0217 -2.1410 2.1866
63 H -5.5890 -0.9623 3.6855
64 H -5.5681 1.4954 3.8538
65 H -3.9497 2.8309 2.5193
66 H 0.2498 3.2054 -3.1835
67 H 0.1606 4.9645 -3.0060
68 H -0.8954 4.1371 -4.1641
69 H -1.6346 1.6955 -2.4005
70 H -2.6837 2.6805 -3.4748
71 H -3.1122 2.4080 -1.7747
72 H -2.0652 5.9934 -2.0936
73 H -3.3089 4.9126 -1.4322
74 H -3.0200 4.9734 -3.1715
75 Cl 3.5468 -2.6251 -2.5030
76 C 2.4469 -1.9123 -3.6718
77 Cl 1.4468 -0.6282 -2.9507
78 H 1.7733 -2.6789 -4.0334
79 H 3.0128 -1.4769 -4.4852
80 C 3.1458 2.3675 -1.8423
81 N 3.5616 1.5090 -0.7552
82 C 4.7955 0.8155 -1.0849
83 C 3.6856 2.2934 0.4616
84 C 3.8537 1.4881 1.7408
85 N 2.7025 0.6733 2.0811
86 C 3.0018 -0.2052 3.2007
87 C 1.5098 1.4513 2.3498
88 H 3.8896 3.1638 -2.0499
89 H 2.1918 2.8348 -1.5936
90 H 3.0138 1.7783 -2.7515
91 H 5.6388 1.5259 -1.1989
92 H 4.6679 0.2775 -2.0263
93 H 5.0484 0.0830 -0.3232
94 H 2.7942 2.9185 0.5342
95 H 4.5491 2.9850 0.3852
96 H 4.0739 2.2104 2.5537
97 H 4.7154 0.8226 1.6610
98 H 3.0392 0.3490 4.1578
99 H 3.9639 -0.6860 3.0446
100 H 2.2342 -0.9794 3.2842
101 H 1.6829 2.2041 3.1449
102 H 0.7068 0.7867 2.6805
103 H 1.1490 1.9538 1.4505
104 O 2.4630 -4.3788 0.2010
105 S 1.8872 -4.1932 1.5162
106 O 1.2418 -2.8862 1.6983
107 O 1.0468 -5.2928 1.9644
108 C 3.2766 -4.1630 2.6802
109 C 3.0642 -4.8818 3.8543
110 C 4.0201 -4.9376 4.8561
111 C 5.2202 -4.2626 4.6905
112 C 5.4419 -3.5414 3.5287
113 C 4.4900 -3.4779 2.5120
114 S 5.0207 -2.4962 1.0776
115 O 5.6517 -3.4362 0.1737
116 O 5.9415 -1.5169 1.6528
117 O 3.8154 -1.8681 0.5520
118 H 2.1214 -5.4038 3.9538
119 H 3.8248 -5.5045 5.7592
120 H 5.9812 -4.2900 5.4617
121 H 6.3645 -2.9916 3.3902

## Properties
net charge: -2
HOMO energy: -0.68 eV
energy: -139983.827 eV
HOMO-LUMO gap: 4.469 eV
energy above the lowest of the compared OMol25 structures with the same formula, charge and spin: 61.0 kJ/mol

---

[4]
A 8-piece molecular cluster, C37H66BF7N12O3S overall in a non-equilibrium geometry. Source: the OMol25 dataset; level of theory: the ωB97M-V functional and the def2-TZVPD basis.

Positions of all 127 atoms, in Å:
1 C -7.7118 1.5384 13.3701
2 C -8.9312 1.4961 14.2857
3 N -9.9672 0.6144 13.7296
4 C -10.6813 0.8479 12.5743
5 C -11.6300 -0.1494 12.5007
6 N -11.4566 -1.0991 13.4671
7 C -10.4083 -0.5976 14.2978
8 C -12.3535 -2.1986 13.7397
9 H -7.0501 0.6747 13.3050
10 H -7.0168 2.3768 13.4150
11 H -8.0140 1.7365 12.3417
12 H -9.3263 2.5035 14.4165
13 H -8.6704 1.0362 15.2389
14 H -10.6223 1.7396 11.9678
15 H -12.2652 -0.2762 11.6365
16 H -10.0314 -1.0082 15.2229
17 H -13.2107 -2.1139 13.0717
18 H -12.6959 -2.0050 14.7563
19 H -11.9643 -3.2148 13.6777
20 C -8.3514 8.1360 22.2311
21 C -7.9414 9.2351 21.2521
22 N -6.8550 8.7686 20.4571
23 C -6.8405 7.6053 19.5362
24 C -5.6097 7.4422 18.9244
25 N -4.8748 8.4898 19.4106
26 C -5.5578 9.1592 20.4001
27 C -3.5052 8.7123 18.8340
28 H -9.2097 7.5769 21.8587
29 H -8.6716 8.6575 23.1331
30 H -7.6413 7.3797 22.5656
31 H -7.6762 10.2107 21.6594
32 H -8.6860 9.4521 20.4862
33 H -7.7728 7.0642 19.4689
34 H -5.3247 6.6793 18.2151
35 H -5.1908 10.0098 20.9554
36 H -3.3487 8.5526 17.7672
37 H -2.8076 8.1746 19.4761
38 H -3.1961 9.7384 19.0333
39 C 2.4601 2.2044 24.6798
40 C 2.3378 1.9842 23.0883
41 N 3.7602 1.5003 22.7265
42 C 4.9460 2.1798 22.7397
43 C 6.0184 1.1874 22.6019
44 N 5.4220 0.0082 22.2424
45 C 4.0482 0.2031 22.3521
46 C 5.9282 -1.2148 21.6556
47 H 2.6094 1.2871 25.2494
48 H 1.5188 2.6318 25.0254
49 H 3.1445 2.9864 25.0087
50 H 2.0559 2.8815 22.5375
51 H 1.8290 1.0445 22.8737
52 H 4.9066 3.2280 22.9969
53 H 7.0781 1.3254 22.7583
54 H 3.3753 -0.6226 22.1741
55 H 6.7503 -0.7742 21.0916
56 H 5.4207 -1.7172 20.8321
57 H 6.2495 -1.9396 22.4036
58 C -2.2806 -1.8892 9.2272
59 C -0.9109 -1.8348 10.1586
60 N -1.1751 -2.5091 11.4765
61 C -1.0247 -3.8722 11.6841
62 C -1.1801 -4.1038 13.0762
63 N -1.7294 -2.8931 13.5983
64 C -1.7065 -1.9681 12.6278
65 C -2.3252 -2.7418 14.9118
66 H -2.1760 -1.3870 8.2654
67 H -3.0827 -1.5646 9.8901
68 H -2.5320 -2.9031 8.9159
69 H -0.6236 -0.8319 10.4745
70 H -0.0937 -2.2826 9.5931
71 H -0.5694 -4.5524 10.9795
72 H -0.9399 -4.8837 13.7836
73 H -1.9318 -0.9229 12.7802
74 H -3.1284 -2.0084 14.9818
75 H -1.5372 -2.5212 15.6319
76 H -2.7123 -3.7187 15.2018
77 C 3.3413 1.5166 16.3052
78 C 3.3899 3.0356 16.1055
79 N 4.5042 3.4840 15.3630
80 C 5.1613 4.6588 15.6398
81 C 6.2280 4.7142 14.8243
82 N 6.1602 3.6821 13.9136
83 C 4.9817 2.9709 14.1450
84 C 7.0643 3.4437 12.7823
85 H 4.3126 1.1222 16.6040
86 H 3.1732 1.0202 15.3495
87 H 2.5351 1.3685 17.0237
88 H 3.3745 3.6038 17.0355
89 H 2.3728 3.1586 15.7334
90 H 5.0519 5.1100 16.6149
91 H 7.0451 5.4197 14.7951
92 H 4.6639 2.1212 13.5591
93 H 7.6524 2.5593 13.0276
94 H 7.8177 4.2111 12.6047
95 H 6.4214 3.4023 11.9030
96 C -5.8263 -1.0696 29.6130
97 C -5.0302 0.1057 29.0270
98 N -4.9761 -0.1475 27.5355
99 C -5.6531 0.5736 26.6173
100 C -5.1965 0.0930 25.3976
101 N -4.2976 -0.9782 25.5271
102 C -4.2380 -1.1217 26.9241
103 C -3.6238 -1.8427 24.4908
104 H -6.5087 -1.4635 28.8597
105 H -6.4019 -0.6489 30.4375
106 H -5.2641 -1.9071 30.0260
107 H -4.1012 0.2268 29.5841
108 H -5.4488 1.0984 29.1928
109 H -6.2929 1.4264 26.7902
110 H -5.3251 0.4680 24.3930
111 H -3.8246 -1.9960 27.4048
112 H -2.6092 -1.5398 24.2320
113 H -4.3164 -1.7979 23.6503
114 H -3.5300 -2.8644 24.8589
115 B -3.4750 2.2180 19.1081
116 F -3.1756 0.9508 19.5548
117 F -3.3222 2.4361 17.7210
118 F -4.8736 2.3400 19.3445
119 F -2.6075 3.0707 19.7948
120 C -10.7625 0.1035 20.5618
121 F -9.5982 -0.5056 20.5576
122 F -10.6734 1.4020 20.4052
123 F -11.4560 -0.3489 19.5314
124 S -11.9027 -0.2966 22.0814
125 O -11.1731 0.0447 23.2676
126 O -13.0672 0.5206 21.8827
127 O -12.0440 -1.7427 22.0376

## Properties
net charge: +4
HOMO energy: -10.93 eV
energy: -93963.881 eV
HOMO-LUMO gap: 3.482 eV
energy above the lowest of the compared OMol25 structures with the same formula, charge and spin: 145.4 kJ/mol